# C32H35AsCsN7O4S4Sb

C32H35AsCsN7O4S4Sb as an isolated structure (ωB97M-V/def2-TZVPD, the Open Molecules 2025 dataset).

Output
- Multiplicity: 2
- Net charge: -2
- E: -163642.81132 eV
- Gap between HOMO and LUMO (spin up / spin down): 4.852 / 6.530 eV
- ΔE to the lowest compared entry with this formula, charge and spin: 28.9 kJ/mol

```
85
C32H35AsCsN7O4S4Sb, DFT ωB97M-V/def2-TZVPD
H 3.47 -1.73 -0.09
C -0.22 4.90 2.92
C 0.75 6.48 4.25
C -3.00 -2.57 3.59
H -0.07 -1.42 4.56
C 5.61 -0.08 -2.94
C 1.20 3.78 -0.15
Cs -1.61 2.16 0.30
H -2.78 -5.99 -1.73
C -5.43 -1.22 3.66
C -3.61 -3.07 -0.23
C 2.09 -2.28 2.09
C 0.60 -0.18 2.93
N 2.88 0.27 -0.46
N 1.34 0.00 1.84
H -4.77 -0.26 1.84
H -5.81 -2.33 5.46
H 2.19 3.46 2.58
H -0.37 -3.45 0.75
S -6.05 2.09 0.75
H 1.82 1.88 0.29
C -1.32 -3.70 0.28
C 2.89 -0.86 0.23
H -4.42 -2.36 -0.17
N -0.97 4.09 2.57
H 1.32 -3.37 3.75
C 0.55 -1.35 3.67
H 6.47 -0.70 -3.17
H -0.64 0.78 -4.63
H 2.69 -3.09 1.71
C 3.71 0.46 -1.51
S -7.00 2.87 -0.95
N 0.86 7.14 5.21
C -3.90 -2.81 4.61
O 7.19 0.52 -5.22
H 0.85 -1.55 -4.00
H 1.61 5.33 1.13
C 2.10 -1.04 1.40
C -2.40 -2.84 0.40
C 6.21 1.19 -4.96
C 4.84 -0.35 -1.83
C -5.11 -2.14 4.65
H -1.66 -1.64 -3.82
C 1.32 -2.43 3.21
H 0.14 1.98 -3.57
H 0.01 0.68 3.24
C -4.54 -0.96 2.63
C -1.77 -1.35 -2.77
C 2.73 3.16 1.68
H 3.30 2.26 1.90
H -0.63 -5.53 -0.61
Sb -5.39 1.08 -1.42
O 0.44 3.47 -1.09
O -2.77 -0.25 0.45
C 4.23 1.80 -3.48
H 5.22 2.77 -5.39
H 0.73 5.70 -0.24
C 5.33 0.99 -3.80
N 1.43 5.10 0.16
H -6.38 -0.69 3.68
S -2.15 -1.30 1.30
H 5.12 -1.17 -1.19
C -1.47 -4.85 -0.49
O 5.98 2.29 -5.73
N 1.83 2.86 0.59
S -6.39 -0.93 -1.79
H -4.68 -4.40 -1.51
C -0.63 1.22 -3.63
H -3.65 -3.53 5.39
H -1.71 -2.25 -2.16
H 3.43 3.96 1.41
As -0.34 -0.12 -2.23
C -3.74 -4.22 -0.99
H -2.04 -3.08 3.54
C 1.13 -1.12 -3.04
C -2.68 -5.11 -1.12
H 1.41 -1.93 -2.35
N 0.74 5.78 3.13
H 2.60 2.18 -2.14
H 2.00 -0.47 -3.16
H -1.60 1.70 -3.45
C 3.45 1.56 -2.38
H 3.95 2.65 -4.10
H -2.74 -0.89 -2.62
C -3.33 -1.64 2.61
```

# C4H9N2

An isolated ion of composition C4H9N2 and charge +1 (ωB97M-V/def2-TZVPD, the Open Molecules 2025 dataset).

Output
- SMILES: C1C[N@H+]2CN[C@@H]12
- Net charge: +1
- E: -7264.53416 eV
- Gap between HOMO and LUMO: 10.864 eV
- ΔE to the lowest compared entry with this formula, charge and spin: 348.1 kJ/mol

```
15
C4H9N2, DFT ωB97M-V/def2-TZVPD
C 0.32 -0.82 -0.62
H -1.41 1.21 0.73
N 0.06 0.69 -0.61
H -0.76 -0.83 1.37
H -1.85 -1.57 -0.19
N 1.56 -0.61 0.05
H 0.86 0.73 1.48
H 2.05 1.35 0.04
H 0.33 -1.44 -1.49
C 1.25 0.76 0.44
C -1.12 -0.90 0.30
H 1.80 -1.33 0.76
H 0.29 1.31 -1.32
C -1.32 0.60 -0.10
H -2.05 0.85 -0.87
```

# C2H2N2OS

The molecule C2H2N2OS (ωB97M-V/def2-TZVPD, the Open Molecules 2025 dataset).

Output
- SMILES: Sc1cnno1
- E: -17966.76243 eV
- Gap between HOMO and LUMO: 9.971 eV
- ΔE to the lowest compared entry with this formula, charge and spin: 213.6 kJ/mol

```
8
C2H2N2OS, DFT ωB97M-V/def2-TZVPD
C 0.30 -0.98 -0.48
H -1.61 1.89 0.39
N 1.37 -1.20 0.34
H -0.01 -1.77 -1.14
N 1.40 -0.20 1.14
S -1.66 1.21 -0.75
O 0.51 0.78 0.70
C -0.30 0.26 -0.20
```